Entry 1:
# C49H64Br2F45INO8P2S

A cluster of 6 separate species, C49H64Br2F45INO8P2S in total in a non-equilibrium geometry (ωB97M-V/def2-TZVPD, the Open Molecules 2025 dataset).

Output
Electronic energy = -13582.55779 Eh
LUMO = -2.30 eV

```
! wB97M-V def2-TZVPD RIJCOSX def2/J DEFGRID3
* xyz 1 1
I 2.366 -4.445 -6.158
Br -2.977 5.158 -2.479
Br -4.025 1.989 -0.983
S 1.539 -2.154 1.068
P -0.605 -0.431 -3.459
P 1.432 1.646 -2.010
F -1.025 4.719 -0.637
F -3.081 4.564 0.129
F -6.548 10.827 -3.374
F 9.426 -8.433 0.985
F -17.872 5.930 -3.709
F 1.773 -3.506 0.344
F -4.607 10.868 -4.367
F -0.198 -2.606 5.595
F -8.030 9.488 -1.403
F 12.353 -9.186 -0.786
F 6.882 5.114 2.600
F 5.312 -3.213 8.798
F 4.193 4.590 1.673
F 1.536 -1.633 6.485
F 0.997 -4.989 5.615
F -8.382 8.823 -4.163
F 5.941 6.574 5.640
F 0.786 -4.118 7.608
F 5.624 2.615 3.109
F 4.171 -2.085 7.338
F 4.197 1.905 1.624
F 9.759 -5.641 0.825
F 11.248 -9.419 1.690
F -1.761 2.470 -2.388
F -5.530 8.339 -4.241
F 11.905 -7.281 0.147
F 8.173 -6.932 -1.145
F -15.720 6.922 -2.379
F 8.142 5.739 4.276
F -8.870 7.541 -0.940
F -16.181 4.866 -1.864
F -16.206 6.200 -5.103
F 2.033 -2.065 9.234
F -13.320 6.185 -5.445
F 8.646 -5.274 -2.482
F 2.353 3.658 2.394
F -12.825 8.832 -5.616
F 0.680 0.591 1.074
F 3.912 -1.144 9.871
F -11.535 6.862 -4.383
F -14.641 8.483 -4.460
F 8.111 -4.466 0.034
F -10.187 8.851 -2.928
F -3.759 8.730 -3.024
F 5.944 4.448 5.216
O -6.972 7.598 -2.046
O -14.427 5.227 -3.135
O 2.656 1.336 -3.076
O 3.493 -4.143 7.995
O 1.262 -2.375 2.432
O 10.624 -8.066 -1.545
O 4.587 5.851 4.071
O 2.655 -1.340 0.743
N 0.532 -1.128 -2.166
C 4.967 -5.888 0.005
C -1.364 -3.655 1.069
C -15.703 5.661 -2.849
C 1.147 -2.697 5.758
C -9.018 8.203 -3.155
C -5.257 10.468 -3.251
C -1.319 2.075 -0.073
C 9.305 -5.030 -0.282
C -2.267 4.260 -0.912
C -8.179 8.237 -1.874
C 4.616 -4.815 -1.026
C 2.669 -3.640 -4.200
C 3.662 3.914 2.713
C 11.344 -8.370 -0.410
C -16.641 5.485 -4.048
C 2.956 -4.364 6.700
C -1.276 0.537 -0.153
C 5.825 5.665 4.650
C 10.498 -9.156 0.599
C 0.202 -6.324 1.153
C -13.294 6.081 -3.083
C 6.960 5.946 3.658
C 0.363 -0.128 -4.973
C 3.316 -2.316 9.556
C -0.121 -2.100 -1.227
C -1.152 -2.117 1.071
C 0.164 -5.364 2.335
C 3.628 4.813 3.964
C -1.021 -4.393 2.377
C 1.736 -1.870 -2.739
C 0.130 -0.077 -0.011
C -5.104 8.950 -3.115
C 10.382 -6.733 -1.967
C 2.582 -6.794 0.215
C 4.058 -2.945 8.371
C 9.122 -6.017 -1.440
C -2.209 2.703 -1.128
C 1.462 -7.224 1.183
C 1.052 -0.034 -1.226
C 1.475 -4.020 6.453
C 0.029 -1.611 0.228
C -5.725 8.259 -1.887
C 2.307 2.427 -0.609
C 1.380 -2.957 -3.724
C 4.316 2.534 2.826
C -12.902 6.859 -4.354
C -1.832 -1.732 -3.861
C -13.304 8.334 -4.453
C 3.834 -6.289 0.931
H -1.792 2.348 0.867
H -0.812 -3.664 3.156
H -16.699 4.432 -4.329
H -4.819 10.980 -2.389
H 0.194 -5.830 0.184
H 3.819 1.928 3.588
H 10.202 -6.836 -3.036
H 3.346 -2.985 10.418
H 6.905 6.978 3.307
H 2.236 1.854 0.307
H 1.846 3.390 -0.417
H -12.877 8.907 -3.626
H -0.336 2.531 -0.066
H -1.117 -1.728 2.083
H 3.561 4.225 4.880
H 11.271 -6.110 -1.872
H -2.035 -1.680 0.618
H 5.762 -5.477 0.622
H 2.239 -5.991 -0.442
H 4.158 -5.221 -1.925
H 1.847 -7.304 2.195
H -5.720 8.906 -1.009
H 1.117 -4.854 2.452
H -1.900 -4.937 2.711
H 0.340 0.927 -5.213
H -1.190 -2.229 -1.364
H -13.315 6.729 -2.206
H 1.613 -2.645 4.773
H 2.833 -7.621 -0.445
H -2.433 -3.775 0.922
H 0.077 -5.987 3.225
H 0.277 -3.105 -1.276
H 3.600 -3.954 5.921
H 1.392 -0.470 -4.947
H 5.365 -6.741 -0.538
H 9.998 -4.233 -0.564
H -1.410 -2.681 -4.184
H 3.516 -2.966 -4.205
H -0.657 -6.987 1.245
H 5.547 -4.358 -1.362
H 10.156 -10.092 0.154
H -0.899 -4.117 0.203
H 2.683 5.348 3.883
H -9.226 7.171 -3.447
H 3.330 0.736 -2.714
H 2.305 -2.316 -1.925
H -0.122 -0.670 -5.784
H 2.049 -0.398 -0.998
H 0.802 -3.730 -3.220
H 4.181 -7.117 1.550
H -2.450 -1.901 -2.985
H 1.128 -8.193 0.825
H 2.390 -1.130 -3.190
H 3.002 -5.446 6.588
H 2.866 -4.499 -3.575
H -12.466 5.391 -2.925
H -1.813 0.157 -1.016
H 3.538 -5.489 1.612
H 0.773 -2.614 -4.554
H -1.816 0.171 0.710
H -5.034 7.447 -1.668
H 3.353 2.597 -0.841
H 4.026 -4.001 -0.612
H -2.457 -1.288 -4.630
*
```

Löwdin atomic charge list, values in e, 2 entries: number 1, I, carries 0.83; number 2, Br, carries 0.87


Entry 2:
# C22H24N4O4S

An isolated molecule of C22H24N4O4S in a non-equilibrium geometry (ωB97M-V/def2-TZVPD, the Open Molecules 2025 dataset).

Output
ΔE to the lowest compared entry with this formula, charge and spin = 298.4 kJ/mol
Electronic energy = -1770.91645 Eh
LUMO = 0.59 eV
SMILES = Cc1c(NC(=O)[C@@H]2CCCN2S(=O)(=O)c2ccccc2)c(=O)n(-c2ccccc2)n1C

```
! wB97M-V def2-TZVPD RIJCOSX def2/J DEFGRID3
* xyz 0 1
S 0.019 -2.149 2.394
O 1.088 -1.454 1.728
O 0.944 -0.022 -1.747
O 0.356 -2.958 3.528
O -2.293 1.788 1.080
N -0.268 0.793 0.823
N 1.250 2.260 -2.061
N -1.060 -0.977 2.909
N 1.022 3.409 -1.302
C 2.149 2.264 -3.134
C 4.088 3.149 -4.239
C -1.541 0.851 1.255
C -3.336 -0.293 2.670
C 0.358 3.012 -0.160
C -1.270 -3.686 -1.116
C -2.003 -0.453 1.928
C 1.982 1.344 -4.165
C 0.273 1.655 -0.134
C 3.919 2.239 -5.270
C -2.292 -4.956 0.656
C -2.108 -4.708 -0.696
C -0.121 4.004 0.832
C -0.614 -2.898 -0.184
C 0.615 4.603 -2.011
C 3.214 3.161 -3.168
C 0.837 1.130 -1.365
C -1.745 -1.189 4.175
C -0.815 -3.152 1.161
C 2.873 1.333 -5.222
C -1.642 -4.171 1.593
C -3.226 -1.290 3.819
H -2.616 -5.321 -1.427
H -3.468 -2.297 3.473
H -4.184 -0.480 2.014
H 0.789 5.466 -1.372
H 1.171 0.637 -4.116
H -1.562 -0.319 4.815
H -3.411 0.728 3.044
H -1.044 4.471 0.488
H 1.212 4.705 -2.915
H 3.367 3.845 -2.347
H -1.124 -3.499 -2.168
H 0.626 4.778 0.997
H 2.745 0.614 -6.017
H -2.113 -1.176 1.104
H -3.872 -1.040 4.658
H -0.443 4.568 -2.288
H 0.049 -2.103 -0.493
H 0.294 -0.037 1.023
H -0.335 3.499 1.769
H -2.938 -5.759 0.978
H -1.331 -2.074 4.656
H 4.606 2.232 -6.102
H 4.911 3.847 -4.262
H -1.748 -4.347 2.652
*
```

natural (NBO) atomic charge list, values in e, 2 entries: number 1, S, carries 2.31; number 2, O, carries -0.94